1.
The following is a DFT calculation (ωB97M-V/def2-TZVPD) of C3H3Cl3 in the gas phase.

Last column: Mulliken charge in e.
CARTESIAN COORDINATES (ANGSTROEM)
C (-0.73895, -0.17088, -0.31738)  -0.40
C (0.14604, -0.80852, 0.59295)  0.14
C (0.10317, 0.55559, 0.60630)  -0.19
H (-0.28329, -0.36160, -1.25939)  0.40
H (-0.04260, -1.29228, 1.60956)  0.29
H (-0.28755, 0.83816, 1.70706)  0.27
Cl (-2.40805, -0.10593, -0.12138)  -0.18
Cl (1.50636, -1.54234, -0.17814)  -0.17
Cl (1.11062, 1.84584, -0.13275)  -0.16

Results
- SMILES string = Cl[C@H]1[C@H](Cl)[C@H]1Cl
- DFT total energy (eV) = -40724.6948
- HOMO-LUMO gap (eV) = 10.79

=====

2.
The following is a DFT calculation (ωB97M-V/def2-TZVPD) of a molecular structure, C27H22O6P2PtSe3Te.

Last column: Löwdin spin population.
CARTESIAN COORDINATES (ANGSTROEM)
Pt (0.29678, -2.60296, 0.25064)  1.28
O (1.19178, -0.78321, -0.43306)  0.09
P (1.31940, 0.49061, 0.49440)  0.01
C (-0.31757, 1.06309, 0.86731)  0.00
P (-1.62642, -0.14147, 0.51605)  0.01
O (-1.34696, -1.54756, 1.01585)  0.04
C (-2.18845, -0.08812, -1.21160)  0.00
C (-1.94127, 1.04823, -1.96307)  0.00
C (-2.08271, 0.99541, -3.34651)  0.00
C (-2.44416, -0.12892, -4.03958)  0.00
C (-2.69751, -1.28682, -3.28654)  0.00
C (-2.60163, -1.23925, -1.88465)  0.00
C (-2.96928, 0.56847, 1.44042)  0.00
C (-2.71947, 0.52591, 2.83992)  0.00
C (-3.48486, 1.27211, 3.73238)  0.00
C (-4.64937, 1.89918, 3.32656)  0.00
C (-4.93531, 1.88148, 1.92039)  0.00
C (-4.12347, 1.25967, 1.00851)  0.00
C (2.30244, 0.06817, 1.91675)  0.00
C (3.13936, -1.06433, 1.82307)  0.00
C (3.94556, -1.37286, 2.88614)  0.00
C (3.98541, -0.52424, 4.00841)  0.00
C (3.22717, 0.61743, 4.10408)  0.00
C (2.32140, 0.90264, 3.06730)  0.00
C (1.95242, 1.72565, -0.52823)  0.00
C (1.75889, 1.61629, -1.90320)  0.00
C (2.08783, 2.66454, -2.82931)  0.00
C (2.78687, 3.75725, -2.27713)  0.00
C (2.82983, 3.91439, -0.90617)  0.00
C (2.41573, 2.93510, -0.01169)  0.00
H (-0.35226, 2.03809, 0.36385)  0.00
H (-0.32309, 1.25520, 1.94739)  0.00
H (-1.46260, 1.96248, -1.55073)  0.00
H (-2.06702, 1.94871, -3.86311)  0.00
H (-2.37177, -0.09869, -5.13001)  0.00
H (-2.91270, -2.21984, -3.79613)  0.00
H (-2.85661, -2.11851, -1.34688)  0.00
H (-1.91996, -0.07998, 3.25768)  0.00
H (-3.14949, 1.44775, 4.76366)  0.00
H (-5.11065, 2.62008, 3.93689)  0.00
H (-5.71424, 2.55969, 1.54162)  0.00
H (-4.29721, 1.34281, -0.05084)  0.00
H (3.18042, -1.65224, 0.93187)  0.00
H (4.76818, -2.12206, 2.79145)  0.00
H (4.66506, -0.70013, 4.84118)  0.00
H (3.42137, 1.32502, 4.90571)  0.00
H (1.78294, 1.86321, 3.11883)  0.00
H (1.34082, 0.65224, -2.28050)  0.00
H (1.84282, 2.50443, -3.89039)  0.00
H (3.44540, 4.45979, -2.76515)  0.00
H (3.28418, 4.82789, -0.52447)  0.00
H (2.54145, 3.07054, 1.03389)  0.00
Se (-0.21634, -4.94626, 0.83623)  0.56
Se (-2.38781, -4.74246, 0.25107)  0.79
Te (-0.51240, -5.76676, -3.85112)  0.41
Se (-2.43598, -5.41303, -2.17285)  0.61
O (2.35354, -4.55873, -3.86857)  0.02
C (1.74805, -4.15287, -2.89712)  0.01
O (0.45827, -4.29107, -2.69930)  0.03
C (2.45826, -3.36511, -1.77685)  0.02
O (3.35157, -2.54851, -2.12235)  0.04
O (2.01534, -3.52755, -0.53235)  0.07

Results
- multiplicity = 5
- DFT total energy (eV) = -265794.8869
- HOMO-LUMO gap (spin up / spin down) (eV) = 5.70 / 5.35

=====

Here are the calculated ΔE to the lowest compared entry with this formula, charge and spin numbers, same order: 1.614, 2.169 (eV).